Record 1
Entry from the OMol25 dataset: a structure of composition C34H47N5O9P2Re at a distorted geometry (ωB97M-V with the def2-TZVPD basis set).

CARTESIAN COORDINATES (ANGSTROEM)
Re 0.38470 0.27159 0.58894
N 0.47899 -0.96395 3.41091
C 1.82852 -0.56334 3.79412
C 2.29275 0.66107 3.16395
O 3.20134 1.31480 3.73044
O 1.66481 1.13723 2.13734
H -0.12560 -0.26766 3.85049
H 0.24255 -1.84281 3.79933
H 2.60580 -1.34493 3.56822
H 1.83649 -0.30563 4.86805
C 2.66035 2.80262 -0.69146
P 2.35787 1.06068 -0.87186
C 1.89523 0.84483 -2.68928
N 2.82562 1.10405 -3.52014
C 2.63481 0.58936 -4.73891
C 3.61707 0.86228 -5.72733
C 3.43019 0.43212 -7.00145
C 2.22343 -0.18916 -7.38594
C 1.25326 -0.50025 -6.49202
C 1.48903 -0.13496 -5.09909
N 0.41073 -0.27471 -4.28221
C 0.67371 0.13140 -3.06271
P -0.54461 -0.40027 -1.86592
C -0.54289 -2.30768 -1.94157
C -2.18280 0.20086 -2.51603
C -2.94564 -1.01653 -3.24428
C -2.02568 1.25253 -3.59281
C -3.09433 0.58959 -1.41645
C 3.90431 0.10415 -0.70598
C 3.70527 -1.27175 -1.44567
C 4.21465 -0.10180 0.82825
C 5.06910 0.88008 -1.19961
H 3.38035 3.06617 -1.43352
H 2.91967 3.03916 0.36985
H 1.70315 3.34221 -0.88840
H 4.47179 1.42275 -5.38418
H 4.13268 0.59797 -7.78104
H 2.16485 -0.48835 -8.42706
H 0.38438 -1.11651 -6.87116
H -1.20530 -2.73973 -2.64433
H -0.97267 -2.58308 -0.95328
H 0.43924 -2.71018 -2.02004
H -2.29855 -1.53405 -3.96805
H -3.80576 -0.62802 -3.79664
H -3.26100 -1.77345 -2.55894
H -1.81605 0.84613 -4.59810
H -1.38090 1.99748 -3.35273
H -3.07401 1.76644 -3.73656
H -3.18441 -0.13772 -0.61293
H -4.07718 0.67376 -1.84973
H -2.79350 1.54127 -0.96128
H 2.77911 -1.81078 -1.22853
H 4.57593 -1.84781 -1.18084
H 3.66986 -1.03448 -2.55370
H 3.43082 -0.79195 1.29426
H 4.27820 0.85107 1.33035
H 5.21099 -0.56981 0.81912
H 5.13479 1.19187 -2.29595
H 6.05058 0.28886 -1.12814
H 5.19164 1.82526 -0.66296
C -3.65912 -1.55425 6.91737
C -3.57976 -1.67235 5.43196
C -3.83333 -0.54232 4.70126
C -3.47814 -0.42159 3.38227
C -3.87671 0.87365 2.64099
C -2.83786 -1.46676 2.74071
C -2.79580 -2.69863 3.42251
C -2.10009 -3.93761 2.85286
C -3.18816 -2.80917 4.73559
C -2.23887 -1.29165 1.38529
O -2.54105 -2.01102 0.45065
O -1.36174 -0.33851 1.23341
H -3.23103 -0.58165 7.30823
H -3.25848 -2.43525 7.37959
H -4.64669 -1.61284 7.25209
H -4.30575 0.28562 5.13421
H -4.94402 0.75765 2.50259
H -3.38027 0.98247 1.67430
H -3.63528 1.71142 3.29653
H -1.40105 -4.52331 3.46795
H -1.51846 -3.65082 1.96502
H -2.87031 -4.63753 2.49338
H -2.98987 -3.75259 5.24778
O -0.49667 2.96648 -1.34258
C -0.69819 3.10912 -0.15414
C -1.19826 4.46762 0.42391
C -1.14842 4.11209 1.89628
C -0.80791 2.67692 2.06843
O -0.80179 2.01774 3.08330
N -0.47678 2.17702 0.82878
H -2.25883 4.59631 0.19532
H -0.48938 5.23063 0.09218
H -2.02876 4.48729 2.46833
H -0.38431 4.74423 2.33806
O 2.10876 -3.49414 0.52549
N 1.19300 -2.72210 0.83476
O 0.17735 -3.02856 1.37282
O 1.49432 -1.45195 0.57768

Summary:
E_HOMO (alpha / beta)	-8.34 / -8.55	eV
Kohn-Sham gap (alpha / beta)	7.161 / 7.146	eV
multiplicity	4
strongest force on any atom	4.31	eV/Å
DFT total energy	-82604.142	eV
<S²>	3.77
relative energy (zero: lowest compared OMol25 entry of this formula, charge and spin)	0.000	eV
LUMO level (alpha / beta)	-1.182 / -1.407	eV

Record 2
Entry from the OMol25 dataset: an isolated molecule of C2H5N5S at a distorted geometry (ωB97M-V with the def2-TZVPD basis set).

CARTESIAN COORDINATES (ANGSTROEM)
H -1.28679 2.37449 0.23138
N -1.62861 1.41259 -0.05704
C -0.55153 0.77062 -0.16783
N 0.80288 1.17859 -0.07168
C 1.44839 -0.00276 -0.11959
S 3.20312 -0.11060 0.04279
N 0.62622 -1.11138 -0.18348
N -0.65610 -0.63292 -0.45179
N -1.64062 -1.34856 0.27793
H 3.26488 1.28911 0.14681
H 0.77308 -1.95354 -0.76110
H -2.65923 -0.97046 -0.21815
H -1.69569 -0.89519 1.33175

Summary:
E_HOMO	-8.81	eV
structure (SMILES)	[H]/N=c1\nc(S)[nH]n1N
Kohn-Sham gap	9.358	eV
multiplicity	1
strongest force on any atom	4.59	eV/Å
DFT total energy	-20438.131	eV
relative energy (zero: lowest compared OMol25 entry of this formula, charge and spin)	1.476	eV
LUMO level	0.549	eV

Record 3
Entry from the OMol25 dataset: a structure of composition C18H16Cl2O3 at a distorted geometry (ωB97M-V with the def2-TZVPD basis set).

CARTESIAN COORDINATES (ANGSTROEM)
C 2.48432 -4.12760 -3.04343
C 2.26218 -2.90283 -2.38165
C 1.00307 -1.98984 -2.49875
C 0.32755 -1.99767 -1.31781
C -0.77193 -2.72115 -1.34491
C -1.42070 -2.84425 0.02644
C -0.84667 -2.11234 1.13662
C 0.00378 -1.26880 0.90070
C 0.70658 -1.29215 -0.32017
O 1.92368 -0.48561 -0.54999
C 2.16377 0.47114 0.32376
C 1.12187 1.53591 0.41938
C 1.31752 2.39035 1.52823
C 0.26380 3.24307 2.10559
C -0.72856 3.60186 0.97876
C -0.56804 2.87925 -0.09942
C 0.44128 2.07782 -0.49179
Cl 0.34514 1.29110 -2.01940
H -1.55510 3.30665 -0.83693
Cl -1.82145 4.69330 1.56897
H 0.27935 3.72843 2.89247
H 2.03365 1.85861 2.56322
H 2.67625 0.22107 1.28154
H 3.17693 0.90992 -0.25740
O 0.34629 -0.54007 1.93440
C -0.14117 -0.35368 3.24746
H 0.61175 0.29876 3.75153
H -1.24272 0.01240 3.11222
H -0.12191 -1.48352 3.74697
H -1.53322 -2.01252 2.08653
C -2.85949 -3.61214 0.23467
O -3.28175 -4.30760 -0.75850
H -3.23792 -3.49142 1.25365
H -1.08714 -3.42907 -2.04114
H 1.53863 -1.13390 -2.86540
H 0.32119 -2.48833 -3.23789
H 2.87241 -2.69534 -1.78795
H 3.43638 -4.86701 -2.76866
H 1.70782 -4.49652 -3.84845

Summary:
E_HOMO	-8.48	eV
Kohn-Sham gap	8.237	eV
multiplicity	1
strongest force on any atom	15.77	eV/Å
DFT total energy	-50098.980	eV
LUMO level	-0.245	eV

Record 4
Entry from the OMol25 dataset: a cluster of 3 separate species, C22H24BF3INO17S2 in total at a distorted geometry (ωB97M-V with the def2-TZVPD basis set).

CARTESIAN COORDINATES (ANGSTROEM)
N -0.65627 4.19809 3.60086
C -1.54329 3.15409 4.18320
C -1.12899 1.81520 3.45290
O 0.29129 1.74967 3.61985
C -1.55230 1.98039 1.96126
C -1.81618 0.63571 1.15343
C -3.09297 -0.01911 1.72657
C -4.37000 0.83699 1.60446
O -5.00991 0.98383 0.64786
I -5.07378 1.81812 3.43435
C -1.96257 1.12781 -0.34739
B -2.67353 0.10377 -1.34996
O -3.13383 0.65941 -2.55892
O -2.88551 -1.25720 -1.15602
C -0.62081 1.66141 -0.96085
C 0.64494 0.82558 -0.66514
S 2.08740 1.89511 -1.15570
O 3.33354 1.17729 -1.04926
O 2.15733 3.04826 -0.28888
C 1.92003 2.52825 -2.89874
F 1.04995 3.53282 -2.90909
F 3.07864 3.03002 -3.25156
F 1.56294 1.53260 -3.70227
O 0.87762 0.54285 0.70129
S -0.35278 -0.42391 1.24650
O -0.10431 -0.92891 2.55576
O -0.41062 -1.53335 0.32816
H -1.07885 5.11727 3.68705
H 0.22831 4.22569 4.09697
H -2.58676 3.43216 3.97897
H -1.28809 3.07465 5.25508
H -1.53117 0.92848 3.96729
H 0.72699 2.15163 2.85487
H -2.44602 2.63233 1.94835
H -0.75188 2.58037 1.48891
H -2.95233 -0.22832 2.80370
H -3.32683 -1.00545 1.28407
H -2.63672 2.00866 -0.28277
H -2.86488 0.04805 -3.26429
H -2.46644 -1.80662 -1.83571
H -0.76752 1.77580 -2.05407
H -0.49150 2.69621 -0.58617
H 0.73800 -0.06808 -1.31369
O -2.92433 -3.91134 -1.28077
C -3.79819 -4.69218 -0.95555
C -3.88363 -6.05726 -1.46109
C -4.88156 -6.85853 -1.07052
O -4.99108 -8.11590 -1.51029
C -5.93631 -6.38945 -0.11476
O -6.83246 -7.15149 0.19443
C -5.83499 -5.02990 0.40715
C -4.83496 -4.23161 0.01747
O -4.70415 -2.97927 0.46972
H -3.11731 -6.38261 -2.15069
H -5.79182 -8.47610 -1.08186
H -6.59194 -4.70764 1.10843
H -3.90531 -2.61923 0.02542
O 5.74193 1.92672 -2.86340
C 6.75568 1.54008 -2.31563
C 7.87030 0.94278 -3.04697
C 8.95763 0.51990 -2.39445
O 9.99757 -0.02967 -3.03396
C 9.07539 0.63664 -0.90679
O 10.08114 0.21862 -0.36129
C 7.97536 1.25343 -0.17726
C 6.88470 1.68131 -0.82768
O 5.86440 2.25063 -0.18530
H 7.77407 0.86188 -4.12070
H 10.64709 -0.24868 -2.33797
H 8.08059 1.34711 0.89444
H 5.20185 2.46416 -0.87132

Summary:
E_HOMO	-9.41	eV
structure (SMILES)	NC[C@H](O)C[C@@]1(CC(=O)I)[C@H](B(O)O)C[C@@H](S(=O)(=O)C(F)(F)F)OS1(=O)=O.O=C1C=C(O)C(=O)C=C1O.O=C1C=C(O)C(=O)C=C1O
Kohn-Sham gap	7.755	eV
multiplicity	1
strongest force on any atom	4.37	eV/Å
DFT total energy	-98099.547	eV
LUMO level	-1.652	eV

Record 5
Entry from the OMol25 dataset: a cluster of 2 separate species, C7H10N2O3 in total at a distorted geometry (ωB97M-V with the def2-TZVPD basis set).

CARTESIAN COORDINATES (ANGSTROEM)
C -2.03638 0.79413 0.23354
C -0.78667 1.29108 0.32854
C -0.60885 -0.94213 0.19525
C -1.93048 -0.64059 0.14257
C -3.06465 -1.58536 -0.01600
C 2.03859 1.76979 0.33485
C 1.44718 0.41452 0.31815
N 0.12400 0.23149 0.30697
N 2.37132 -0.68391 0.34745
O 3.55256 -0.40967 0.41162
O 1.93759 -1.82265 0.38451
O 1.90573 -0.03677 -2.19177
H -2.95314 1.34861 0.22709
H -0.46010 2.30626 0.40393
H -0.13189 -1.89729 0.14530
H -2.88591 -2.49543 0.55388
H -3.99394 -1.12746 0.31368
H -3.17265 -1.86426 -1.06542
H 1.68405 2.34124 -0.52440
H 3.12213 1.67844 0.26296
H 1.78109 2.30094 1.25411
H 2.06043 -0.97098 -2.36678

Summary:
E_HOMO (alpha / beta)	-7.59 / -8.88	eV
Kohn-Sham gap (alpha / beta)	8.346 / 6.469	eV
multiplicity	3
strongest force on any atom	2.26	eV/Å
DFT total energy	-16537.095	eV
<S²>	2.01
relative energy (zero: lowest compared OMol25 entry of this formula, charge and spin)	1.780	eV
LUMO level (alpha / beta)	0.758 / -2.407	eV

Record 6
Entry from the OMol25 dataset: an isolated molecule of C20H24ClFN4O (ωB97M-V with the def2-TZVPD basis set).

CARTESIAN COORDINATES (ANGSTROEM)
C 4.77221 4.74354 0.87391
N 3.81869 3.65894 0.80740
C 3.23093 3.53510 -0.51008
C 2.16214 2.44465 -0.51176
N 2.75996 1.17525 -0.14637
C 1.85636 0.03021 -0.19340
C 1.08349 -0.09078 -1.52812
N -0.19918 0.57282 -1.52830
C -1.27610 -0.05104 -0.95393
O -1.24021 -1.20004 -0.57530
N -2.38811 0.76372 -0.89732
C -3.67435 0.44203 -0.46570
C -4.01299 -0.80998 0.04218
C -5.30630 -1.06472 0.45625
C -6.26992 -0.07345 0.36867
Cl -7.88893 -0.39619 0.88691
C -5.94845 1.17740 -0.13273
C -4.65578 1.42983 -0.54693
C 2.64559 -1.24742 -0.02344
C 2.08287 -2.33115 0.63812
C 2.77677 -3.52200 0.75596
C 4.03985 -3.61218 0.20136
F 4.72794 -4.76947 0.31764
C 4.61960 -2.55243 -0.47202
C 3.91025 -1.37119 -0.58553
C 3.34059 1.30731 1.18113
C 4.41189 2.38923 1.17927
H 5.15690 4.81507 1.89001
H 4.26843 5.67664 0.62526
H 5.62127 4.60776 0.18519
H 2.77312 4.49029 -0.78054
H 3.99357 3.28452 -1.27030
H 1.75562 2.38012 -1.52237
H 1.35773 2.73207 0.19030
H 1.09945 0.08942 0.61274
H 1.69236 0.28379 -2.35141
H 0.87139 -1.14910 -1.69701
H -0.20586 1.57575 -1.62134
H -2.29604 1.69642 -1.27412
H -3.26013 -1.57711 0.10513
H -5.56565 -2.03593 0.84678
H -6.70263 1.94547 -0.19912
H -4.40524 2.40550 -0.93960
H 1.08896 -2.24641 1.05056
H 2.35268 -4.37137 1.26730
H 5.60456 -2.66194 -0.89768
H 4.33701 -0.52600 -1.10170
H 3.78501 0.35375 1.47024
H 2.56724 1.57328 1.92334
H 4.83733 2.48080 2.18109
H 5.21702 2.09918 0.48047

Summary:
E_HOMO	-8.34	eV
structure (SMILES)	CN1CCN([C@@H](CNC(=O)Nc2ccc(Cl)cc2)c2ccc(F)cc2)CC1
Kohn-Sham gap	8.696	eV
multiplicity	1
strongest force on any atom	0.60	eV/Å
DFT total energy	-44378.338	eV
relative energy (zero: lowest compared OMol25 entry of this formula, charge and spin)	0.071	eV
LUMO level	0.358	eV